Formula: C15H50O10
Source: OMol25
Level of theory: ωB97M-V/def2-TZVPD

Last column: Mulliken charge in e.
Geometry (Å):
C 2.015 -4.977 -2.327  -1.48
C 1.159 -5.870 -3.263  0.63
C 1.919 -6.308 -4.495  -1.17
O 0.682 -6.942 -2.485  -0.55
H 2.603 -4.168 -2.760  0.34
H 2.767 -5.710 -2.036  0.42
H 1.558 -4.550 -1.435  0.38
H 0.274 -5.308 -3.561  0.17
H 2.984 -6.362 -4.268  0.30
H 1.798 -5.544 -5.263  0.30
H 1.711 -7.309 -4.873  0.35
H 0.738 -6.618 -1.583  0.32
C -4.878 -3.537 -3.066  -1.21
C -6.173 -4.024 -3.737  0.45
C -5.873 -5.475 -4.171  -1.31
O -7.320 -4.014 -2.960  -0.52
H -5.241 -2.726 -2.435  0.38
H -4.235 -2.909 -3.682  0.34
H -4.458 -4.287 -2.395  0.29
H -6.426 -3.376 -4.576  0.24
H -4.871 -5.605 -4.579  0.35
H -6.648 -5.735 -4.892  0.30
H -5.883 -6.227 -3.383  0.38
H -7.244 -3.130 -2.594  0.30
C -2.412 4.390 -3.030  -1.55
C -1.812 5.642 -2.427  0.66
C -2.867 6.727 -2.348  -1.30
O -1.475 5.314 -1.164  -0.54
H -3.306 4.130 -2.465  0.40
H -1.691 3.573 -3.020  0.42
H -2.729 4.616 -4.048  0.37
H -0.911 5.851 -3.004  0.20
H -3.616 6.564 -1.574  0.32
H -3.308 7.077 -3.282  0.37
H -2.385 7.625 -1.962  0.33
H -1.508 4.355 -1.146  0.32
C 5.785 6.007 0.902  -1.24
C 5.564 6.447 -0.475  0.46
C 5.171 5.407 -1.555  -1.16
O 4.516 7.299 -0.348  -0.57
H 6.556 5.238 0.936  0.33
H 4.851 5.462 1.037  0.33
H 5.796 6.730 1.718  0.33
H 6.333 7.130 -0.835  0.24
H 4.299 4.822 -1.262  0.25
H 5.967 4.697 -1.778  0.35
H 4.986 5.825 -2.544  0.33
H 3.858 6.984 0.275  0.35
C 0.448 0.225 2.039  -0.53
O -0.399 0.417 0.843  -0.48
H 0.934 1.135 2.392  0.22
H -0.118 -0.216 2.859  0.24
H 1.255 -0.482 1.848  0.24
H -1.182 -0.082 1.090  0.31
C -4.653 -2.622 3.463  -0.52
O -4.523 -1.267 3.040  -0.51
H -5.120 -2.563 4.446  0.25
H -5.313 -3.108 2.745  0.23
H -3.823 -3.327 3.513  0.25
H -5.346 -0.950 2.662  0.31
C 6.126 -0.425 3.905  -0.49
O 5.951 -1.787 3.440  -0.49
H 5.752 0.300 3.183  0.22
H 5.431 -0.283 4.732  0.22
H 7.158 -0.177 4.154  0.22
H 5.305 -2.153 4.049  0.32
O -2.253 2.689 5.744  -0.63
H -2.638 2.131 5.069  0.31
H -2.899 3.384 5.878  0.32
O 1.469 0.679 7.506  -0.64
H 0.775 1.300 7.285  0.32
H 2.179 1.223 7.848  0.32
O 3.026 -3.877 6.469  -0.64
H 3.307 -4.262 7.299  0.32
H 2.527 -3.100 6.721  0.32

Force components x, y, z for each atom (eV/Å):
C 1.0006 -0.7269 -0.5186
C -0.6381 1.6148 0.3475
C 0.8092 0.0196 0.1718
O 0.2180 -0.6494 0.2195
H -0.3443 0.0162 -0.5456
H 0.3131 0.1421 0.6002
H -0.5217 -0.3023 -0.1076
H -0.1273 0.1812 -0.3425
H 0.2064 0.1306 0.0860
H -0.0249 -0.2232 -0.1727
H -0.6864 0.1870 0.0447
H -0.2078 -0.3851 0.2195
C -1.8062 1.6793 0.9919
C 2.3520 -1.7953 -1.3510
C -0.7533 0.1957 -0.7061
O -0.1469 0.2938 1.3241
H 0.0459 0.1860 0.8104
H 0.4814 -1.0498 -0.4618
H 0.4335 0.1118 -0.4176
H 0.5822 -0.1465 -0.6073
H -0.1297 0.4145 -0.4742
H 0.2434 -0.4766 -0.1839
H -0.4211 0.4406 0.5033
H -0.8745 0.1470 0.5741
C -0.5206 0.3587 -0.8953
C -1.6555 -0.6372 -2.0697
C 0.7263 1.7691 0.1243
O 1.1461 -0.6412 3.0740
H -0.0115 -0.1908 0.0710
H -0.0288 -0.1138 -0.1270
H 0.0492 -0.3688 -0.1715
H -0.0289 0.8256 -0.2360
H -0.1493 -0.7129 -0.3189
H -0.0910 -0.5120 -0.1406
H 0.2713 0.2200 0.0284
H 0.3059 -0.0105 0.6776
C 0.1582 -2.8773 0.6852
C 0.4229 0.6902 -1.6282
C 1.1510 -0.6205 0.1894
O -2.9328 2.9866 -0.5667
H 0.2970 0.1636 0.5694
H -0.1364 -0.5394 0.7222
H 0.5715 0.3159 -0.5723
H 0.5957 -0.4609 -0.2643
H -0.0939 0.1267 0.1916
H 0.2318 -0.2235 0.3619
H -0.2479 0.6287 0.3357
H -0.0237 -0.1914 -0.0274
C -0.1071 -0.3331 -0.6191
O 0.9609 -0.1868 1.7352
H -0.4236 0.2776 -0.3155
H -0.2089 0.2336 0.0156
H -0.0021 -0.0687 -0.3952
H -0.2536 0.0799 -0.4121
C -2.0384 0.0086 -0.1063
O 1.6356 0.1482 -0.1783
H -0.0709 -0.6092 0.1000
H -0.3731 -0.2800 0.2510
H 0.9040 1.1287 -0.1555
H -0.0241 -0.3748 0.0793
C -1.0669 -0.3669 -0.1921
O 0.2953 0.9617 0.2749
H 0.2651 -0.1490 -0.5001
H 0.4928 0.1749 0.5007
H -0.0708 -0.2981 0.1139
H 0.0591 -0.3489 -0.1789
O 0.2390 -0.0330 0.1389
H -0.0711 -0.1964 -0.1928
H -0.1307 0.1992 0.0633
O 0.0651 -0.2782 -0.0236
H -0.2795 0.1494 -0.1001
H 0.1913 0.1112 0.0952
O 0.0865 -0.0541 -0.2498
H 0.0924 -0.1344 0.1876
H -0.1763 0.2489 0.0465

Results
Charge: 0
Calculated total energy in a.u.: -1353.697449
E_HOMO in eV: -9.98
HOMO-LUMO gap in eV: 10.09
Energy relative to the best compared isomer or geometry (same formula, charge and spin) in kcal/mol: 139.1